The following is a DFT calculation (ωB97M-V/def2-TZVPD) of C34H46N4O4PS2W as an isolated structure.

Last column: Mulliken spin population.
Atoms and positions in Å:
W1 0.54 0.29 -0.89  0.88
N1 1.50 3.43 -3.44  -0.01
C1 0.16 3.83 -3.39  -0.01
C2 -0.50 4.93 -3.91  0.00
C3 -1.85 5.00 -3.67  0.00
C4 -2.53 4.01 -2.93  0.01
C5 -1.86 2.92 -2.42  0.03
C6 -0.49 2.84 -2.65  -0.07
N2 0.45 1.87 -2.28  0.11
C7 1.63 2.28 -2.79  0.01
C8 2.79 1.45 -2.55  0.00
C9 4.06 1.50 -3.01  -0.01
S1 4.95 0.18 -2.40  0.01
C10 3.58 -0.38 -1.57  0.00
N3 2.52 0.37 -1.73  0.04
H1 2.25 3.93 -3.90  0.00
H2 0.02 5.69 -4.49  0.00
H3 -2.42 5.84 -4.05  0.00
H4 -3.59 4.11 -2.78  0.00
H5 -2.39 2.14 -1.88  -0.01
H6 4.52 2.23 -3.66  0.00
H7 3.59 -1.28 -0.97  0.00
O1 0.88 -0.78 0.72  -0.08
P1 -0.19 -0.62 1.91  -0.06
C11 -1.09 0.80 1.10  -0.06
C12 -2.43 1.36 1.59  0.04
C13 -2.28 2.32 2.76  0.00
C14 -1.29 3.45 2.47  0.00
C15 0.07 2.91 2.03  0.02
C16 -0.13 1.98 0.83  0.04
C17 -1.08 -2.20 2.01  0.01
C18 -1.67 -2.68 0.68  0.01
C19 -3.08 -2.15 0.41  -0.01
C20 -4.02 -2.55 1.54  0.00
C21 -3.53 -2.01 2.88  0.00
C22 -2.09 -2.42 3.17  0.00
C23 0.82 -0.28 3.37  0.01
C24 1.73 -1.51 3.65  0.00
C25 1.20 -2.35 4.81  0.00
C26 1.17 -1.53 6.12  0.00
C27 0.98 -0.03 5.85  0.00
C28 0.09 0.21 4.64  0.00
H8 -1.38 0.28 0.11  0.09
H9 -3.12 0.56 1.83  0.00
H10 -2.87 1.90 0.74  0.00
H11 -1.98 1.77 3.66  0.00
H12 -3.26 2.74 2.99  0.00
H13 -1.17 4.08 3.34  0.00
H14 -1.70 4.09 1.68  0.00
H15 0.54 2.37 2.85  0.00
H16 0.74 3.72 1.75  0.00
H17 0.94 1.70 0.52  0.00
H18 -0.58 2.59 0.03  -0.01
H19 -0.21 -2.83 2.25  0.00
H20 -1.71 -3.77 0.73  0.00
H21 -0.98 -2.45 -0.14  0.01
H22 -3.43 -2.56 -0.54  0.00
H23 -3.07 -1.06 0.30  0.01
H24 -4.08 -3.64 1.58  0.00
H25 -5.03 -2.19 1.34  0.00
H26 -4.16 -2.37 3.69  0.00
H27 -3.63 -0.92 2.90  0.00
H28 -2.07 -3.50 3.35  0.00
H29 -1.74 -1.97 4.10  0.00
H30 1.48 0.52 3.01  0.00
H31 2.72 -1.12 3.91  0.00
H32 1.88 -2.12 2.76  0.00
H33 1.83 -3.23 4.93  0.00
H34 0.20 -2.72 4.58  0.00
H35 2.09 -1.68 6.68  0.00
H36 0.36 -1.90 6.75  0.00
H37 1.95 0.45 5.68  0.00
H38 0.55 0.46 6.73  0.00
H39 -0.13 1.28 4.55  0.00
H40 -0.87 -0.30 4.78  0.00
N4 0.25 -1.38 -2.31  0.03
C29 1.04 -1.59 -3.54  -0.01
C30 1.75 -2.77 -3.69  0.00
C31 2.46 -3.02 -4.85  0.00
C32 2.43 -2.07 -5.87  -0.01
C33 1.71 -0.89 -5.72  0.01
C34 1.01 -0.65 -4.55  0.00
S2 3.72 -3.63 -7.62  0.41
O2 2.80 -4.67 -7.26  0.22
O3 3.08 -2.19 -7.07  0.12
O4 4.10 -3.32 -8.96  0.23
H41 0.44 -2.19 -1.71  0.00
H42 -0.74 -1.49 -2.54  -0.01
H43 1.75 -3.52 -2.90  0.00
H44 2.99 -3.95 -4.96  0.00
H45 1.69 -0.19 -6.54  0.00
H46 0.41 0.25 -4.46  0.01

The multiplicity is 3. Its orbital gap (alpha / beta) is 6.5 / 7.2 eV. For the largest force on an atom, the calculation gives 0.265 eV Å⁻¹. Its total charge is +3.